Entry 1:
This record from the OMol25 dataset describes a molecular structure, C21H27AsF6N2O10P2SV at a distorted geometry. The level of theory is ωB97M-V/def2-TZVPD.

Positions of all 71 atoms, in Å:
V1 0.0680 -0.3805 0.6357
N1 -4.1622 -1.2001 0.7096
C1 -3.5230 -0.1818 -0.2111
C2 -4.5442 0.3281 -1.2119
P1 -2.9748 1.1322 1.0300
O1 -3.0654 2.4900 0.1881
O2 -4.0552 1.0302 2.0444
O3 -1.5313 0.8967 1.3670
P2 -2.0223 -0.9346 -0.8899
O4 -2.5131 -1.8086 -2.0861
O5 -1.0249 0.1535 -1.2478
O6 -1.4626 -1.7225 0.2855
H1 -4.5529 -0.6173 1.4893
H2 -3.4200 -1.8041 1.0882
H3 -4.8653 -1.7679 0.2410
H4 -5.3582 0.8489 -0.7050
H5 -4.9438 -0.4909 -1.8138
H6 -4.0683 1.0369 -1.8863
H7 -2.1653 2.7855 -0.0192
H8 -1.7653 -2.1777 -2.6186
O7 0.4057 -0.5965 2.6678
C3 1.0702 0.4641 2.6231
O8 1.2065 1.0212 1.4709
C4 1.6764 1.0647 3.8256
C5 2.4210 2.2294 3.7149
C6 3.0073 2.8201 4.8355
C7 2.8068 2.1877 6.0372
O9 3.2603 2.5624 7.2659
C8 2.8355 1.5447 8.1765
O10 2.0210 0.6248 7.4561
C9 2.0623 1.0221 6.1465
C10 1.4805 0.4293 5.0623
H9 2.5462 2.6732 2.7371
H10 3.5913 3.7266 4.7677
H11 2.2508 2.0000 8.9759
H12 3.7125 1.0266 8.5713
H13 0.8979 -0.4777 5.1312
S1 0.4937 3.1957 -0.2677
C11 0.8530 3.0173 -1.9321
N2 0.1669 2.1071 -2.6789
C12 0.3604 1.9478 -3.9807
C13 1.2840 2.7365 -4.6542
C14 2.0201 3.6602 -3.9386
C15 1.8127 3.7974 -2.5708
H14 -0.4350 1.4079 -2.1821
H15 -0.2105 1.1653 -4.4586
H16 1.4308 2.5781 -5.7118
H17 2.7672 4.2664 -4.4329
H18 2.3785 4.4995 -1.9774
C16 4.4338 -2.5586 -1.6399
C17 3.4779 -3.2991 -0.6939
C18 2.8424 -4.4887 -1.4277
C19 4.2485 -3.7987 0.5345
C20 2.4159 -2.3766 -0.2674
C21 1.5312 -1.6188 0.0811
H19 5.2267 -3.2365 -1.9652
H20 4.8912 -1.7071 -1.1334
H21 3.9004 -2.1981 -2.5178
H22 3.6246 -5.1752 -1.7613
H23 2.2804 -4.1495 -2.2962
H24 2.1649 -5.0293 -0.7653
H25 5.0315 -4.4944 0.2237
H26 3.5803 -4.3129 1.2261
H27 4.7128 -2.9659 1.0644
F1 1.0825 -0.5060 -3.1161
As1 0.6032 -1.6201 -4.3711
F2 -0.9043 -0.7155 -4.5095
F3 -0.2107 -2.6139 -3.1562
F4 0.0677 -2.6866 -5.6043
F5 2.0556 -2.5075 -4.1678
F6 1.3222 -0.5501 -5.5369

Its LUMO energy (alpha / beta) is -0.03853 / -0.13537 hartree. Its expectation value of S² is 3.785. Its orbital gap (alpha / beta) is 7.04 / 4.71 eV. As for the spin multiplicity: 4.

---

Entry 2:
This record from the OMol25 dataset describes a molecular structure, C4H9NOS2 at a distorted geometry. The level of theory is ωB97M-V/def2-TZVPD.

Positions of all 17 atoms, in Å:
C1 1.1027 1.0490 0.5097
C2 1.2733 -0.5169 0.2336
C3 -0.7042 -1.6808 0.1578
C4 -2.6326 -0.3927 -0.5635
H1 0.4560 2.3587 -1.2287
H2 2.3046 3.1435 -0.5190
H3 0.0077 1.0670 0.7857
H4 1.7070 1.2388 1.3187
H5 2.5983 -0.8716 0.2262
H6 0.8653 -1.1646 1.2210
H7 0.1899 -1.8190 1.1438
H8 -1.1027 -2.6722 -0.2148
H9 -2.5906 -0.9216 -1.4774
N1 1.5899 1.9315 -0.6766
O1 -1.8827 -0.8158 0.5188
S1 0.2311 -0.9950 -1.1767
S2 -3.4131 1.0617 -0.2584

Its LUMO energy is -0.00711 hartree. Its orbital gap is 8.64 eV.

---

Entry 3:
This record from the OMol25 dataset describes a single C3H5NO molecule at a distorted geometry. The level of theory is ωB97M-V/def2-TZVPD.

Positions of all 10 atoms, in Å:
C1 0.3716 -0.5911 -0.9367
C2 0.1322 0.2580 0.3057
O1 -0.3006 1.5342 -0.1014
C3 -0.8775 -0.3993 1.1763
N1 -1.6620 -0.9312 1.8399
H1 -0.5041 -0.5466 -1.5918
H2 0.5560 -1.6313 -0.6549
H3 1.2393 -0.2016 -1.4746
H4 1.0650 0.3250 0.8838
H5 -0.0198 2.1841 0.5537

Its LUMO energy is 0.02003 hartree. Its orbital gap is 12.14 eV. As for the SMILES: C[C@@H](O)C#N.

---

Entry 4:
This record from the OMol25 dataset describes a molecular structure, C37H41FN9OPbS4. The level of theory is ωB97M-V/def2-TZVPD.

Positions of all 94 atoms, in Å:
Pb1 1.6509 1.4869 1.7675
N1 3.7351 5.2620 0.8506
C1 2.8616 4.5191 1.5609
S1 3.5409 3.2525 2.5634
N2 1.5912 4.8910 1.4850
N3 0.7726 4.0166 2.0724
C2 -0.4310 4.3338 2.3418
C3 -1.2899 3.3573 3.0217
C4 -2.6506 3.6239 3.2036
C5 -3.4284 2.7289 3.9120
C6 -2.8415 1.5782 4.4213
C7 -1.4960 1.3691 4.1612
N4 -0.7375 2.2263 3.4870
H1 4.6465 4.8596 0.7213
H2 3.3528 5.7836 0.0762
H3 -0.8351 5.3197 2.1058
H4 -3.0754 4.5271 2.7812
H5 -4.4832 2.9233 4.0673
H6 -3.4106 0.8667 5.0058
H7 -0.9929 0.4707 4.5108
S2 3.8795 0.4043 0.4554
C8 3.3580 -1.2203 0.4360
N5 3.7030 -2.0289 -0.6307
C9 3.5847 -3.4590 -0.4706
C10 2.2376 -3.7799 0.1198
N6 2.0785 -3.0678 1.3705
C11 1.2581 -3.7235 2.3698
C12 -0.0669 -4.1785 1.8023
C13 -0.5764 -5.4465 2.0569
C14 -1.7874 -5.8492 1.5052
C15 -2.4989 -4.9849 0.6838
C16 -1.9996 -3.7106 0.4355
C17 -0.7967 -3.3084 0.9959
C18 2.5709 -1.7751 1.4915
S3 2.2429 -0.9121 2.9633
C19 4.4831 -1.5610 -1.7758
C20 3.7188 -1.6257 -3.0835
C21 3.0882 -0.4786 -3.5589
C22 2.3396 -0.5123 -4.7269
C23 2.2076 -1.6971 -5.4403
C24 2.8566 -2.8406 -4.9932
C25 3.6165 -2.7996 -3.8304
H8 4.3824 -3.8551 0.1745
H9 3.6596 -3.9327 -1.4439
H10 2.1582 -4.8506 0.3197
H11 1.4583 -3.5083 -0.6017
H12 1.0817 -3.0070 3.1670
H13 1.7970 -4.5786 2.7981
H14 -0.0233 -6.1219 2.7022
H15 -2.1641 -6.8460 1.6990
H16 -3.4342 -5.3023 0.2382
H17 -2.5468 -3.0310 -0.2111
H18 -0.4072 -2.3107 0.8164
H19 5.4003 -2.1580 -1.8444
H20 4.7612 -0.5300 -1.5789
H21 3.1930 0.4571 -3.0125
H22 1.8626 0.3954 -5.0781
H23 1.6185 -1.7268 -6.3492
H24 2.7808 -3.7649 -5.5545
H25 4.1559 -3.6898 -3.5251
C26 -4.4621 -0.7632 0.3483
N7 -3.5555 -0.8617 1.4842
C27 -3.9242 -1.6678 2.6436
C28 -2.3001 -0.4420 1.3601
N8 -1.2019 -0.0773 1.2814
H26 -5.3278 -1.3930 0.5435
H27 -3.9860 -1.1070 -0.5718
H28 -4.8052 0.2613 0.1989
H29 -4.8613 -1.3058 3.0697
H30 -3.1439 -1.5829 3.3956
H31 -4.0326 -2.7227 2.3776
S4 2.7117 2.7145 -1.7188
C29 3.6114 3.7097 -2.7000
N9 4.2527 4.4023 -3.3864
C30 0.0550 -0.9393 -1.9139
O1 0.8853 -0.2277 -1.0179
H32 0.6134 -1.7016 -2.4713
H33 -0.4402 -0.2802 -2.6355
H34 -0.7144 -1.4370 -1.3193
H35 1.4060 0.4316 -1.5051
F1 -5.2182 5.3331 -2.7820
C31 -4.1173 4.7289 -2.2821
C32 -2.8926 5.3696 -2.3848
C33 -1.7699 4.7513 -1.8766
C34 -1.8434 3.4743 -1.2566
C35 -0.7046 2.8388 -0.7547
C36 -3.1274 2.8704 -1.1767
C37 -4.2519 3.4872 -1.6839
H36 -2.8381 6.3387 -2.8642
H37 -0.8003 5.2305 -1.9491
H38 0.2719 3.3041 -0.8324
H39 -0.7682 1.8592 -0.2922
H40 -3.2004 1.8971 -0.7044
H41 -5.2307 3.0265 -1.6311

Its LUMO energy (alpha / beta) is 0.06881 / 0.06886 hartree. Its orbital gap (alpha / beta) is 6.17 / 5.48 eV. The charge is -1.

---

Entry 5:
This record from the OMol25 dataset describes a single C6H16N2 molecule at a distorted geometry. The level of theory is ωB97M-V/def2-TZVPD.

Positions of all 24 atoms, in Å:
C1 -1.8911 1.2951 0.1958
C2 -1.1394 0.3489 -0.8551
C3 -0.2991 1.2319 -1.8067
C4 -0.3493 -0.7363 -0.0863
C5 0.2509 -1.5900 -1.2655
N1 0.7722 -0.0480 0.5550
C6 0.9363 -0.4876 1.9973
N2 2.2931 -0.4719 2.4719
H1 -1.9211 2.3326 -0.1694
H2 -1.3888 1.2382 1.2061
H3 -2.9765 1.0970 0.2231
H4 -1.9588 -0.0373 -1.5017
H5 0.0596 2.0560 -1.1410
H6 0.6068 0.7084 -2.1495
H7 -0.6604 1.8158 -2.6548
H8 -1.0706 -1.2958 0.4887
H9 1.2306 -1.4145 -1.6806
H10 0.1548 -2.7099 -1.2311
H11 -0.4622 -1.3846 -2.1858
H12 1.6414 -0.2373 0.0635
H13 0.2767 0.2339 2.4883
H14 0.4463 -1.4821 2.0822
H15 2.4920 0.1875 3.2022
H16 2.9567 -0.6500 1.7535

Its LUMO energy is 0.03879 hartree. Its orbital gap is 9.56 eV. As for the SMILES: CC(C)[C@@H](C)NCN.

---

Entry 6:
This record from the OMol25 dataset describes a single C8H11N2OP molecule at a distorted geometry. The level of theory is ωB97M-V/def2-TZVPD.

Positions of all 23 atoms, in Å:
C1 3.8819 -0.3929 -0.1732
C2 3.1011 -1.5335 0.0384
C3 3.3314 0.8245 -0.2523
C4 1.6835 -1.3750 0.2415
C5 1.9422 1.0878 -0.0710
C6 1.1331 -0.1095 0.1081
C7 -2.7371 -1.1761 -0.1206
C8 -4.0248 0.9063 -0.0662
N1 1.4263 2.2725 0.0284
N2 -2.7342 0.2509 -0.1602
O1 -0.3051 -0.1199 0.2708
P1 -1.3417 1.0401 0.1172
H1 4.8845 -0.5107 -0.3824
H2 3.5935 -2.4397 0.2843
H3 3.8436 1.7560 -0.1523
H4 1.2322 -2.2909 0.5720
H5 -3.6669 -1.4274 0.3580
H6 -2.7627 -1.7249 -1.0468
H7 -1.8792 -1.5686 0.3701
H8 -4.3819 0.9557 -1.0464
H9 -4.6310 0.5619 0.6763
H10 -3.6956 1.9867 0.2864
H11 2.1068 3.0269 0.1198

Its LUMO energy (alpha / beta) is -0.03035 / -0.03045 hartree. Its orbital gap (alpha / beta) is 5.23 / 5.23 eV.

---

Entry 7:
This record from the OMol25 dataset describes a single C21H26N6O2 molecule at a distorted geometry. The level of theory is ωB97M-V/def2-TZVPD.

Positions of all 55 atoms, in Å:
C1 -6.1786 -3.8490 0.8906
O1 -6.3790 -2.3911 0.9019
C2 -5.6631 -1.6032 0.3155
C3 -4.5373 -2.0533 -0.5211
C4 -3.8604 -0.9456 -0.8746
C5 -4.2746 0.3395 -0.6296
C6 -3.4600 1.6742 -1.4892
N1 -2.8884 2.2882 -0.4643
N2 -3.3925 3.5201 -0.0989
N3 -2.9206 4.1547 0.9828
N4 -1.9566 3.3399 1.2324
C7 -1.9585 2.3633 0.6509
C8 -1.1953 0.9968 0.8459
N5 -0.3968 0.8396 -0.5592
C9 0.4322 1.7821 -0.8066
C10 1.7383 1.6943 -0.2386
N6 2.2323 0.4659 -0.0955
C11 3.7137 0.3136 0.0376
C12 4.2739 -0.9385 -0.2340
C13 5.6941 -1.0153 -0.4934
C14 6.5734 -0.1609 0.2833
O2 7.8524 -0.1536 0.4390
C15 8.4695 -1.4676 -0.0246
C16 5.8953 0.8254 0.6762
C17 4.5641 1.3595 0.4991
C18 1.4380 -0.6093 0.5372
C19 0.1084 -0.5328 -0.5002
C20 -5.3612 0.7901 -0.2022
C21 -6.1497 -0.2079 0.3887
H1 -6.8692 -4.3874 1.3281
H2 -5.2005 -4.1718 1.3690
H3 -6.1002 -4.2337 -0.1258
H4 -4.0524 -2.8360 -0.5941
H5 -2.8836 -1.0618 -1.5261
H6 -2.6072 1.2387 -1.8442
H7 -3.9226 2.2293 -2.1283
H8 -1.6893 0.0677 1.0538
H9 -0.4455 1.3080 1.5043
H10 0.1695 2.6616 -0.8434
H11 0.7535 1.4348 -1.9384
H12 2.4203 2.2733 -0.5784
H13 1.5057 2.0594 0.8271
H14 3.7770 -1.7682 -1.0305
H15 6.1650 -1.9215 -0.5322
H16 9.5826 -1.2452 0.3621
H17 8.3783 -1.7541 -0.9954
H18 8.0987 -2.3793 0.6584
H19 6.5372 1.7457 1.1754
H20 4.0188 2.0948 0.9714
H21 1.7432 -1.5472 0.4159
H22 1.1374 -0.4933 1.3714
H23 -0.6924 -1.1864 -0.0286
H24 0.4170 -0.8896 -1.4044
H25 -5.7004 1.9997 0.0534
H26 -6.9540 -0.0565 1.0307

Its LUMO energy is 0.01757 hartree. Its orbital gap is 7.78 eV. As for the SMILES: COc1ccc(Cn2nnnc2CN2CCN(c3ccc(OC)cc3)CC2)cc1.

---

Entry 8:
This record from the OMol25 dataset describes a molecular structure, C29H41N3NiO2PSe2 at a distorted geometry. The level of theory is ωB97M-V/def2-TZVPD.

Positions of all 79 atoms, in Å:
Ni1 10.8459 12.0844 8.5663
C1 13.1007 12.8731 6.7169
N1 12.9868 12.8841 8.1798
C2 14.0040 12.0930 8.9049
C3 13.0539 14.2785 8.6224
C4 12.0086 15.1884 7.9980
N2 10.6679 14.6970 8.1383
C5 10.2039 15.1229 9.4572
C6 9.7824 15.2366 7.1214
H1 13.9991 13.4207 6.4246
H2 12.1500 13.2746 6.2909
H3 13.0998 11.8525 6.3674
H4 15.0320 12.2987 8.5129
H5 13.7897 11.0473 8.8000
H6 13.9417 12.3706 9.9423
H7 14.0950 14.6491 8.3564
H8 12.9604 14.2114 9.7153
H9 12.2366 15.1914 6.9438
H10 12.0959 16.2046 8.4183
H11 10.2497 16.2171 9.7016
H12 10.8303 14.6149 10.2661
H13 9.1695 14.7031 9.5320
H14 9.7991 16.3652 7.1575
H15 8.7536 14.8893 7.2845
H16 10.2028 14.9255 6.1607
O1 5.8215 11.2531 12.1764
C7 7.1551 11.6998 12.4215
C8 8.2637 11.6122 11.2630
C9 8.5851 10.1841 10.9129
O2 7.4057 9.4980 10.4496
C10 7.6656 12.4085 10.0779
Se1 8.4903 12.0211 8.3575
C11 9.4636 12.2690 11.9660
Se2 11.2126 12.2843 10.9801
H17 5.8383 10.7953 11.3528
H18 7.5425 11.1205 13.2664
H19 7.1870 12.7797 12.7414
H20 8.9987 9.6077 11.7571
H21 9.4270 10.2083 10.1723
H22 7.6841 9.1940 9.5511
H23 7.6741 13.4507 10.3232
H24 6.6304 12.1178 9.9718
H25 9.6065 11.7733 12.8932
H26 9.2377 13.3011 12.1959
N3 11.5609 10.3804 7.8617
P1 11.4385 8.8954 8.0520
C12 11.2340 8.2280 9.7548
C13 12.0892 8.6202 10.7787
C14 11.9480 8.0933 12.0356
C15 10.9590 7.1849 12.3232
C16 10.0353 6.8403 11.3096
C17 10.1649 7.3516 10.0572
C18 10.2589 8.0135 7.0267
C19 10.2622 6.6787 6.7488
C20 9.2411 6.1004 6.0194
C21 8.1766 6.8401 5.5758
C22 8.2339 8.2394 5.7073
C23 9.2176 8.7780 6.5064
C24 12.9798 8.0006 7.5576
C25 13.6296 8.5608 6.4239
C26 14.8298 8.0411 5.9975
C27 15.3804 6.9155 6.6689
C28 14.7833 6.3627 7.7484
C29 13.5639 6.9627 8.2348
H27 12.7458 9.4397 10.6017
H28 12.6164 8.4066 12.8068
H29 10.8781 6.7366 13.2938
H30 9.1726 6.2302 11.5682
H31 9.3736 7.1635 9.3191
H32 10.9961 6.0306 7.2588
H33 9.2270 5.0185 5.9214
H34 7.4160 6.3033 4.9893
H35 7.4144 8.8737 5.3639
H36 9.3094 9.8339 6.6858
H37 13.2187 9.4662 5.9596
H38 15.3619 8.5356 5.2226
H39 16.2834 6.4760 6.2732
H40 15.2216 5.4726 8.2389
H41 13.2386 6.4764 9.1420

Its LUMO energy (alpha / beta) is 0.10006 / 0.09975 hartree. Its expectation value of S² is 2.008. Its orbital gap (alpha / beta) is 6.45 / 6.73 eV. As for the spin multiplicity: 3. The charge is -1.

---

Entry 9:
This record from the OMol25 dataset describes a single C3H6N4 molecule at a distorted geometry. The level of theory is ωB97M-V/def2-TZVPD.

Positions of all 13 atoms, in Å:
N1 2.4214 0.0010 0.0377
N2 1.3568 0.7900 -0.1106
C1 0.1766 0.4724 -0.1301
C2 -1.0614 1.3724 -0.0843
N3 -2.1890 0.7028 -0.1245
N4 -1.7809 -0.5991 -0.2924
C3 -0.5107 -0.8186 0.0238
H1 3.1687 0.3828 -0.4606
H2 2.3282 -0.9056 -0.6527
H3 -0.9011 2.5545 0.4629
H4 -2.6046 -1.0181 0.3746
H5 -0.4135 -1.0493 1.1711
H6 0.0094 -1.8851 -0.2148

Its LUMO energy is 0.02413 hartree. Its orbital gap is 8.97 eV. As for the SMILES: N/N=C1/C=NNC1.

---

Entry 10:
This record from the OMol25 dataset describes 4 unconnected molecules or ions with the total composition C3H14NO3S at a distorted geometry. The level of theory is ωB97M-V/def2-TZVPD.

Positions of all 22 atoms, in Å:
C1 -0.3340 1.4385 -0.0766
C2 -0.9143 0.1957 0.4626
C3 -1.3212 -0.8556 -0.5817
S1 0.2180 -1.7061 -1.1770
N1 0.0647 -0.3165 1.4986
H1 -0.9922 1.6902 -0.9469
H2 0.7108 1.0777 -0.3139
H3 -0.3960 2.2147 0.6837
H4 -1.8684 0.4873 1.0224
H5 -2.1158 -1.4672 -0.2996
H6 -1.8585 -0.4681 -1.4956
H7 -0.3168 -1.2168 1.8309
H8 0.7788 -0.8377 0.7803
H9 1.8335 -0.7651 -2.5376
H10 2.1048 0.4368 -3.2391
O1 2.6233 -0.1492 -2.6050
H11 1.8759 -2.5692 0.2499
H12 2.9562 -2.1143 -0.7160
O2 2.6081 -2.9605 -0.2999
H13 -1.6723 3.2510 2.9535
H14 -1.6841 2.0361 2.1805
O3 -2.3005 2.5984 2.6263

Its LUMO energy is 0.12483 hartree. Its orbital gap is 6.88 eV. The charge is -1.

---

Entry 11:
This record from the OMol25 dataset describes a molecular structure, C16H12BaCl2N5O7S2. The level of theory is ωB97M-V/def2-TZVPD.

Positions of all 45 atoms, in Å:
Ba1 -0.6054 -1.0936 0.3261
C1 -0.4251 2.1401 5.4405
S1 1.1862 1.7396 4.7480
C2 0.7919 1.2310 3.1033
S2 -0.7888 1.2440 2.5070
N1 1.9198 0.9121 2.4928
N2 1.8060 0.2932 1.2984
C3 2.8433 0.4024 0.5520
C4 2.9851 -0.2998 -0.7224
C5 4.1739 -0.1450 -1.4417
C6 4.3396 -0.8071 -2.6406
C7 3.3137 -1.6149 -3.1108
C8 2.1665 -1.7099 -2.3429
N3 1.9944 -1.0816 -1.1824
H1 -0.2319 2.4703 6.4614
H2 -1.0738 1.2685 5.4458
H3 -0.8995 2.9380 4.8742
H4 3.6764 1.0279 0.8698
H5 4.9521 0.4936 -1.0452
H6 5.2566 -0.6963 -3.2053
H7 3.3933 -2.1529 -4.0445
H8 1.3329 -2.3172 -2.6803
Cl1 -0.7110 1.2684 -2.2401
C9 -2.1521 0.3746 -2.7847
Cl2 -1.7425 -1.3429 -2.9966
H9 -2.4672 0.7779 -3.7384
H10 -2.9180 0.4378 -2.0157
O1 -1.9260 -2.3334 2.3427
C10 -2.6418 -2.6837 1.3743
O2 -2.1935 -3.2634 0.3475
C11 -4.0512 -2.1452 1.2809
C12 -5.1129 -2.6881 1.9341
C13 -6.3978 -2.1442 1.7601
C14 -6.6028 -1.0759 0.9218
C15 -5.5294 -0.5290 0.2405
C16 -4.1834 -0.9885 0.4187
O3 -3.1735 -0.4222 -0.0968
N4 -5.8370 0.5660 -0.6665
O4 -6.8547 1.2121 -0.4637
O5 -5.0926 0.7816 -1.6104
N5 -7.5269 -2.7252 2.4541
O6 -7.3186 -3.6732 3.1964
O7 -8.6316 -2.2286 2.2924
H11 -4.9859 -3.5394 2.5882
H12 -7.5916 -0.6676 0.7826

Its LUMO energy is 0.05790 hartree. Its orbital gap is 6.89 eV. The charge is -1.

---

Energy above the lowest of the compared OMol25 structures with the same formula, charge and spin in kcal per mole, matching the order above: 33.2, 221.6, 13.7, 28.2, 50.4, 57.9, 524.3, 0.0, 124.8, 48.5, 5.7